No. 1
Formula: C5H12O2
Source: the Open Molecules 2025 dataset
Level of theory: ωB97M-V/def2-TZVPD

XYZ file:
```
19
Properties=species:S:1:pos:R:3
C -0.3711 -0.2377 0.3233
C -0.3362 0.3403 -0.8906
C -1.4924 -0.1971 1.3611
C -2.6738 -1.0465 0.9310
C -3.9429 -0.6341 0.8816
H 0.4465 -0.9723 0.4768
H 0.5996 0.6820 -1.3103
H -1.1816 0.4376 -1.5681
H -1.1302 -0.7384 2.2946
H -1.7584 0.7931 1.7352
H -2.4564 -2.0483 0.5580
H -4.6512 -1.4518 0.9541
H -4.3504 0.3788 1.0487
H 4.3733 2.4754 -2.5463
H 3.3712 1.5424 -1.8467
O 3.4353 2.3199 -2.4125
H 3.5977 -0.8267 -0.5926
H 4.5564 -0.6460 0.5979
O 3.9647 -0.1708 0.0048
```

SMILES = C=CCC=C.O.O
Energy = -348.078093 a.u.
E_HOMO = -0.3163 Eh
2S+1 = 1
Relative energy (zero: lowest compared OMol25 entry of this formula, charge and spin) = 79.5 kcal per mole
Frontier orbital gap = 9.11 eV

For reference, the natural (NBO) charges in units of e are: -0.169, -0.399, -0.494, -0.155, -0.422, 0.197, 0.197, 0.199, 0.222, 0.231, 0.198, 0.196, 0.199, 0.469, 0.476, -0.945, 0.471, 0.477, -0.948

No. 2
Formula: C5H12O2
Source: the Open Molecules 2025 dataset
Level of theory: ωB97M-V/def2-TZVPD

XYZ file:
```
19
Properties=species:S:1:pos:R:3
C -0.3519 -0.4033 0.1398
C 1.3640 1.2731 -0.8464
C 0.1916 1.0571 0.1182
C -0.2398 -0.9860 1.5498
C -1.8101 -0.4296 -0.3274
O 0.4221 -1.2672 -0.6902
O 2.5036 0.5352 -0.4963
H 0.1843 -1.1103 -1.6104
H 2.2271 -0.3928 -0.4400
H 1.0540 1.0411 -1.8789
H 1.6630 2.3243 -0.8175
H 0.5349 1.3242 1.1180
H -0.6085 1.7450 -0.1578
H -0.6114 -2.0075 1.5556
H 0.8017 -0.9980 1.8602
H -0.8168 -0.3912 2.2517
H -2.1751 -1.4546 -0.3463
H -1.8982 -0.0094 -1.3290
H -2.4344 0.1498 0.3470
```

SMILES = CC(C)(O)CCO
Energy = -348.181278 a.u.
E_HOMO = -0.3685 Eh
2S+1 = 1
Relative energy (zero: lowest compared OMol25 entry of this formula, charge and spin) = 14.8 kcal per mole
Frontier orbital gap = 10.79 eV

For reference, the natural (NBO) charges in units of e are: 0.249, -0.052, -0.457, -0.617, -0.630, -0.741, -0.730, 0.472, 0.485, 0.140, 0.185, 0.213, 0.208, 0.214, 0.218, 0.211, 0.216, 0.202, 0.217

No. 3
Formula: C5H12O2
Source: the Open Molecules 2025 dataset
Level of theory: ωB97M-V/def2-TZVPD

XYZ file:
```
19
Properties=species:S:1:pos:R:3
C 0.8006 0.9454 -1.8930
O 1.1811 2.2950 -1.5051
C 0.6878 0.0655 -0.6919
C -0.3049 0.5977 0.3323
C -0.5511 -0.2173 1.5904
C -0.8685 0.3656 2.7442
H -0.1327 1.1401 -2.4185
H 1.5567 0.6278 -2.6120
H 2.1058 2.4792 -1.5817
H 1.6708 -0.1365 -0.2616
H 0.2860 -0.9120 -0.9989
H 0.0138 1.6064 0.6119
H -1.2867 0.6957 -0.1295
H -0.9024 -1.2147 1.3437
H -1.0928 -0.2383 3.6142
H -0.6699 1.4138 2.8955
H -1.1423 -3.9169 0.5880
H -0.6904 -3.8278 -0.8571
O -0.9494 -3.2761 -0.0971
```

SMILES = C=CCCCO.O
Energy = -348.136708 a.u.
E_HOMO = -0.3434 Eh
2S+1 = 1
Relative energy (zero: lowest compared OMol25 entry of this formula, charge and spin) = 42.7 kcal per mole
Frontier orbital gap = 10.01 eV

For reference, the natural (NBO) charges in units of e are: -0.057, -0.752, -0.426, -0.441, -0.164, -0.400, 0.179, 0.169, 0.468, 0.202, 0.211, 0.214, 0.208, 0.202, 0.194, 0.188, 0.471, 0.472, -0.939

No. 4
Formula: C5H12O2
Source: the Open Molecules 2025 dataset
Level of theory: ωB97M-V/def2-TZVPD

XYZ file:
```
19
Properties=species:S:1:pos:R:3
C -2.3721 -0.4474 1.8184
C -2.4668 0.1136 0.6172
C 0.6623 -0.6116 0.2528
O -0.1311 -1.7750 0.3110
C 0.5225 0.2428 -1.0154
C 1.8043 1.0443 -1.1934
O 2.8649 0.1172 -1.3517
H -2.8388 -1.4048 2.0392
H -0.9425 -1.5482 0.7782
H -1.7843 0.0054 2.6133
H -1.9876 1.0630 0.3937
H -2.9779 -0.3730 -0.2102
H 0.5081 0.0345 1.1345
H 1.6946 -0.9595 0.2725
H -0.3257 0.9411 -0.9834
H 0.3723 -0.4072 -1.8844
H 1.9607 1.6756 -0.3016
H 1.7359 1.7122 -2.0643
H 3.7012 0.5770 -1.2264
```

SMILES = OCCCO.C=C
Energy = -348.125355 a.u.
E_HOMO = -0.3560 Eh
2S+1 = 1
Relative energy (zero: lowest compared OMol25 entry of this formula, charge and spin) = 49.9 kcal per mole
Frontier orbital gap = 10.62 eV

For reference, the natural (NBO) charges in units of e are: -0.431, -0.368, -0.074, -0.733, -0.446, -0.061, -0.726, 0.206, 0.478, 0.204, 0.196, 0.205, 0.149, 0.198, 0.194, 0.219, 0.153, 0.165, 0.470

No. 5
Formula: C5H12O2
Source: the Open Molecules 2025 dataset
Level of theory: ωB97M-V/def2-TZVPD

XYZ file:
```
19
Properties=species:S:1:pos:R:3
C 2.9289 0.6212 -1.1708
C 2.1260 -0.2752 -0.2493
O 0.8247 0.2482 -0.1286
C 0.0423 -0.4685 0.8010
C -1.3519 0.1478 0.8426
O -2.2931 -0.7271 0.2574
C -3.2030 -0.0815 -0.5966
H 2.9994 1.6315 -0.7558
H 2.4530 0.6829 -2.1541
H 3.9412 0.2235 -1.2958
H 2.6004 -0.3259 0.7455
H 2.0840 -1.3053 -0.6427
H -0.0571 -1.5240 0.5044
H 0.5223 -0.4420 1.7937
H -1.6554 0.3728 1.8742
H -1.2997 1.0996 0.2991
H -2.6967 0.3016 -1.4959
H -3.7218 0.7540 -0.1031
H -3.9437 -0.8290 -0.8926
```

SMILES = CCOCCOC
Energy = -348.142065 a.u.
E_HOMO = -0.3583 Eh
2S+1 = 1
Relative energy (zero: lowest compared OMol25 entry of this formula, charge and spin) = 39.4 kcal per mole
Frontier orbital gap = 10.88 eV

For reference, the natural (NBO) charges in units of e are: -0.621, -0.058, -0.541, -0.083, -0.087, -0.543, -0.245, 0.211, 0.213, 0.210, 0.158, 0.161, 0.182, 0.161, 0.172, 0.188, 0.168, 0.163, 0.192

No. 6
Formula: C5H12O2
Source: the Open Molecules 2025 dataset
Level of theory: ωB97M-V/def2-TZVPD

XYZ file:
```
19
Properties=species:S:1:pos:R:3
C 2.6117 0.2652 -0.9365
O 1.2700 0.5963 -0.6690
C 0.5441 -0.4538 -0.0547
C -0.9451 -0.1159 -0.0896
C -1.7819 -1.3484 0.2550
C -1.2810 1.0478 0.8475
O -0.6166 2.2467 0.5271
H 2.6701 -0.6564 -1.5351
H 3.0407 1.0894 -1.5108
H 3.1950 0.1229 -0.0146
H 0.7347 -1.3936 -0.5982
H 0.8884 -0.5973 0.9859
H -1.1714 0.1992 -1.1166
H -2.8477 -1.1485 0.1054
H -1.6424 -1.6515 1.3002
H -1.5123 -2.1997 -0.3799
H -2.3570 1.2558 0.7962
H -1.0644 0.7330 1.8860
H 0.2652 2.0089 0.2017
```

SMILES = COC[C@@H](C)CO
Energy = -348.162790 a.u.
E_HOMO = -0.3627 Eh
2S+1 = 1
Relative energy (zero: lowest compared OMol25 entry of this formula, charge and spin) = 26.4 kcal per mole
Frontier orbital gap = 10.83 eV

For reference, the natural (NBO) charges in units of e are: -0.244, -0.562, -0.059, -0.272, -0.606, -0.047, -0.730, 0.168, 0.198, 0.169, 0.169, 0.166, 0.211, 0.218, 0.205, 0.211, 0.175, 0.145, 0.485